Density functional theory data (ωB97M-V/def2-TZVPD) for the molecule C7H9N.

Summary:
* LUMO energy: 0.62 eV
* HOMO energy: -8.4 eV
* spin multiplicity: 1
* structure (SMILES): C1=CC([C@H]2CN2)=CC1

```
17
Properties=species:S:1:pos:R:3:lowdin_charge:R:1
C 2.11920 -0.73306 -0.03347 -0.094
C 0.78281 -1.04582 -0.33142 -0.067
C -0.11461 0.01336 -0.59881 -0.312
C -1.41408 -0.22717 -0.69284 -0.344
C -2.28036 -0.58080 0.57880 -0.046
N -2.48536 0.76998 -0.24106 0.028
C 0.59890 1.21103 -0.35492 0.042
C 2.08845 0.69020 0.05038 -0.240
H 2.93756 -1.46210 0.30312 0.137
H 0.57180 -1.99491 -0.60163 0.073
H -1.69806 -0.73077 -1.55190 0.123
H -3.17949 -1.19296 0.32569 0.095
H -1.92334 -0.34326 1.64967 0.129
H -1.72367 1.29823 0.26788 0.059
H 0.37217 2.24031 0.18212 0.135
H 2.34212 0.74876 1.20941 0.159
H 3.00597 1.33898 -0.16105 0.125
```

Density functional theory data (ωB97M-V/def2-TZVPD) for the molecule C7H9N.

Summary:
* LUMO energy: 1.00 eV
* HOMO energy: -7.5 eV
* spin multiplicity: 1
* structure (SMILES): C/C=C/c1ccc[nH]1

```
17
Properties=species:S:1:pos:R:3:lowdin_charge:R:1
C 0.11076 3.08564 0.78552 -0.100
C 0.37653 1.67236 0.30979 -0.160
C -0.53350 0.77576 -0.10748 -0.081
C -0.33343 -0.59938 -0.44222 -0.275
C -1.20444 -1.66709 -0.55639 -0.060
C -0.49399 -2.89611 -0.43490 -0.086
C 0.81256 -2.52948 -0.19554 -0.142
N 0.93338 -1.18703 -0.29694 0.051
H -0.37931 3.67581 0.01027 0.074
H 1.06026 3.40943 1.19515 0.065
H -0.62885 3.01791 1.58533 0.072
H 1.39083 1.31059 0.43025 0.083
H -1.48125 1.20064 -0.42871 0.116
H -2.21695 -1.50742 -0.89060 0.101
H -0.98890 -3.84784 -0.48176 0.087
H 1.71381 -3.11834 -0.11347 0.108
H 1.86250 -0.79544 -0.36832 0.149
```

Density functional theory data (ωB97M-V/def2-TZVPD) for a cluster of 3 separate species, C7H9N2O3P in total.

Summary:
* LUMO energy (spin up / spin down): -1.04 / -1.04 eV
* HOMO energy (spin up / spin down): -8.6 / -8.6 eV
* spin multiplicity: 1

```
22
Properties=species:S:1:pos:R:3:lowdin_charge:R:1
C -2.06518 0.37556 2.49915 -0.089
C -1.86189 -0.77274 1.78381 -0.101
C -1.63756 1.60808 2.04951 -0.045
C -1.29782 -0.73813 0.54736 -0.081
C -0.79368 1.62322 0.89835 -0.091
C -0.61138 0.47967 0.14868 -0.368
C 1.64113 -1.68030 -2.30752 -0.116
N 2.79709 3.22373 -3.63832 0.256
N 2.35482 2.23116 -3.49055 -0.303
O 1.89222 1.15889 -3.43045 -0.050
O 2.31264 1.80610 -0.57214 -0.405
O 0.81138 -1.06170 -1.30677 -0.472
P 0.19385 0.41474 -1.52642 1.197
H -2.62528 0.28121 3.39210 0.096
H -2.45128 -1.61760 2.00869 0.097
H -1.78071 2.56548 2.50482 0.098
H -1.05852 -1.54118 -0.12479 0.083
H -0.11402 2.40562 0.78528 0.076
H 2.68648 -1.27480 -2.31308 0.103
H 0.99968 -1.51206 -3.21328 0.084
H 1.56851 -2.76758 -1.98013 0.110
H 2.22707 2.76953 -0.76732 -0.080
```

Density functional theory data (ωB97M-V/def2-TZVPD) for the molecule C7H9N2P.

Summary:
* LUMO energy (spin up / spin down): -0.50 / -0.44 eV
* HOMO energy (spin up / spin down): -8.0 / -8.3 eV
* spin multiplicity: 1

```
19
Properties=species:S:1:pos:R:3:lowdin_charge:R:1
C -1.51775 -1.73883 0.22138 -0.105
C -1.89995 -0.51432 0.56187 -0.098
C 2.00720 1.60942 0.20193 -0.186
C 0.85665 -1.23431 -0.34276 -0.339
C -0.22102 -2.18321 -0.37751 -0.291
C -1.14396 0.74160 0.34996 -0.276
C 0.71498 1.77941 -0.66136 -0.304
N 2.66509 0.53056 0.48694 -0.246
N -0.20746 0.77785 -0.74990 -0.021
P 2.40300 -1.05362 -0.01455 0.854
H -2.22485 -2.61325 0.15435 0.121
H -2.89068 -0.42519 1.03513 0.107
H 2.46352 2.41946 0.73687 0.093
H 0.20189 -2.90747 0.23023 0.085
H -0.29187 -2.65984 -1.35491 0.124
H -1.96217 1.61650 0.29869 0.163
H -0.58194 1.05159 1.14375 0.072
H 0.38041 2.73700 -0.26977 0.106
H 1.24892 2.06665 -1.65035 0.142
```

Density functional theory data (ωB97M-V/def2-TZVPD) for a cluster of 2 separate species, C7H9N3O3 in total.

Summary:
* LUMO energy: 0.52 eV
* HOMO energy: -8.4 eV
* spin multiplicity: 1
* structure (SMILES): C/C(O)=C1\N=CCNC1=O.N=C=O

```
22
Properties=species:S:1:pos:R:3:lowdin_charge:R:1
C -2.42454 -1.51263 -0.70352 0.009
C -1.56647 -0.23635 -0.76022 -0.264
O -2.30740 0.88044 -0.81328 0.086
C -0.20676 -0.10910 -0.46503 -0.223
N 0.55857 -1.26848 -0.54867 0.117
C 1.82702 -1.21047 -0.48052 -0.089
C 2.60127 0.03916 -0.01158 -0.127
N 1.76747 1.17091 -0.19767 0.061
C 0.45555 1.23312 -0.40728 -0.452
O -0.10702 2.33476 -0.54861 0.021
H -2.36949 -1.93052 -1.72952 0.092
H -3.53255 -1.33412 -0.48254 0.111
H -1.88619 -2.03072 0.11732 0.080
H -1.59900 1.53994 -0.88854 0.059
H 2.33656 -2.04974 -0.66240 0.064
H 2.78197 -0.01530 1.02473 0.097
H 3.55925 0.32713 -0.64419 0.160
H 2.11222 2.10068 0.05225 0.165
N -0.82705 1.15096 2.04590 0.240
C -0.52860 0.01265 2.02446 -0.474
O -0.29592 -1.09037 2.17111 0.186
H -0.34890 1.99804 1.90780 0.082
```

Density functional theory data (ωB97M-V/def2-TZVPD) for the ion C7H9N4 with charge +1.

Summary:
* LUMO energy: -3.04 eV
* HOMO energy: -12.9 eV
* spin multiplicity: 1
* charge: +1
* structure (SMILES): c1cn(C[n+]2cc[nH]c2)cn1

```
20
Properties=species:S:1:pos:R:3:lowdin_charge:R:1
C 0.17097 3.01039 0.11050 -0.145
C -0.74560 2.00942 0.14743 -0.058
N -0.29147 1.17726 1.20653 -0.105
C -0.73936 -0.13304 1.38248 0.081
N -0.23948 -1.11285 -0.02493 0.041
C 0.23616 -0.52999 -1.14295 -0.051
C 0.57438 -1.57314 -1.95019 -0.065
N 0.31697 -2.73056 -1.32672 0.106
C -0.20807 -2.43763 -0.16697 -0.082
C 0.88253 1.71112 1.62323 -0.136
N 1.15446 2.81364 0.99674 0.106
H 0.21827 3.57133 -0.77513 0.103
H -1.64208 1.48687 -0.32247 0.154
H -0.29461 -0.74808 2.06684 0.097
H -1.88458 -0.20958 1.32117 0.167
H 0.47212 0.56901 -1.32899 0.160
H 0.78991 -1.48342 -3.00141 0.138
H 0.35476 -3.71062 -1.77135 0.238
H -0.55874 -3.12882 0.51406 0.140
H 1.43345 1.44867 2.44213 0.113
```

Density functional theory data (ωB97M-V/def2-TZVPD) for the ion C7H9N4 with charge +1.

Summary:
* LUMO energy: -4.44 eV
* HOMO energy: -14.1 eV
* spin multiplicity: 1
* charge: +1
* structure (SMILES): Cc1ccnc2n(C)nc[n+]12

```
20
Properties=species:S:1:pos:R:3:lowdin_charge:R:1
C -1.31379 -2.43325 -0.11952 -0.009
C -0.72147 -1.29269 0.53293 -0.237
C -0.57597 -1.06677 1.86788 0.052
C 0.07099 0.14954 2.25738 -0.055
N 0.58421 1.04381 1.46726 0.193
C 0.38182 0.84848 0.16153 -0.246
N 0.74149 1.51628 -0.88893 -0.089
C 1.50318 2.70365 -0.98914 0.016
N 0.36765 0.84661 -2.02124 0.178
C -0.21070 -0.28328 -1.65544 -0.024
N -0.13810 -0.34797 -0.28976 0.093
H -2.01949 -2.03791 -0.89092 0.114
H -0.50657 -3.04270 -0.54777 0.119
H -1.77052 -3.21697 0.53173 0.123
H -1.19388 -1.59185 2.63446 0.152
H 0.31508 0.26048 3.26668 0.112
H 1.01422 3.54780 -0.29517 0.168
H 2.52949 2.44586 -0.70516 0.109
H 1.68688 2.91161 -1.99749 0.078
H -0.74453 -0.96073 -2.31930 0.152
```

Density functional theory data (ωB97M-V/def2-TZVPD) for the ion C7H9N4O3 with charge +1.

Summary:
* LUMO energy (spin up / spin down): -5.71 / -7.22 eV
* HOMO energy (spin up / spin down): -13.2 / -13.1 eV
* spin multiplicity: 1
* charge: +1

```
23
Properties=species:S:1:pos:R:3:lowdin_charge:R:1
C 3.54341 1.10100 -0.12871 -0.010
C 3.26904 -0.20961 0.12724 -0.104
C 2.34423 1.89382 -0.21538 -0.093
C 1.86622 -2.02545 -0.00999 -0.226
C -2.60478 -0.24796 -0.17184 -0.472
C 0.95019 0.20056 0.54123 -0.279
C -4.78013 0.16212 0.20014 0.030
N 1.14904 1.49036 0.08608 0.113
N 0.85705 -2.55232 -0.44083 0.296
N 2.11354 -0.70526 0.51279 0.014
N -0.21609 -0.38604 -0.19185 0.163
O -2.47385 0.12118 -1.31063 0.167
O -3.55283 -0.41258 0.70597 0.077
O -1.38768 -0.60310 0.56294 0.074
H 4.53019 1.47142 -0.41878 0.123
H 4.09910 -0.97011 0.05518 0.155
H 2.54433 2.97571 -0.57595 0.158
H 2.91999 -2.56198 -0.03002 0.187
H 0.53563 0.20375 1.51681 0.163
H -5.52990 -0.59337 -0.12988 0.132
H -4.58578 0.74116 -0.65039 0.078
H -5.12085 0.75664 1.00160 0.097
H -0.47008 0.15006 -1.03571 0.158
```

Density functional theory data (ωB97M-V/def2-TZVPD) for the molecule C7H9NO.

Summary:
* LUMO energy: 0.86 eV
* HOMO energy: -8.3 eV
* spin multiplicity: 1
* structure (SMILES): C[C@H]1[C@@H](O)c2cccn21

```
18
Properties=species:S:1:pos:R:3:lowdin_charge:R:1
C -1.91440 1.30204 -0.51259 -0.044
C -0.95936 0.81086 0.57282 -0.175
C -1.02322 -0.74753 0.57173 -0.302
O -1.94363 -1.38644 -0.27831 -0.055
C 0.38682 -0.68630 0.11256 -0.237
C 1.65817 -1.15224 -0.19277 -0.045
C 2.49780 -0.02917 -0.20798 -0.114
C 1.77216 1.16057 -0.00738 -0.031
N 0.47231 0.64311 0.13201 -0.026
H -1.78664 0.91812 -1.48465 0.062
H -1.91892 2.40300 -0.63400 0.081
H -2.96503 1.02162 -0.22413 0.102
H -1.02682 1.23826 1.57056 0.144
H -1.02688 -1.21548 1.59061 0.161
H -1.20556 -1.64456 -1.03063 0.191
H 2.01631 -2.15580 -0.21714 0.088
H 3.51690 -0.18198 -0.34212 0.069
H 2.13169 2.25703 0.05559 0.132
```

Density functional theory data (ωB97M-V/def2-TZVPD) for the molecule C7H9NO2.

Summary:
* LUMO energy: 0.04 eV
* HOMO energy: -9.3 eV
* spin multiplicity: 1
* structure (SMILES): CO/C(C)=C(\C#N)C(C)=O

```
19
Properties=species:S:1:pos:R:3:lowdin_charge:R:1
C -1.35697 -0.85334 2.36640 -0.069
O -1.06229 -0.94005 0.99069 -0.104
C -0.10687 -0.18984 0.31914 -0.180
C 0.91192 0.51180 1.16754 0.013
C -0.22701 -0.30001 -1.08286 -0.122
C -1.14040 -1.24678 -1.63135 -0.223
N -1.97920 -1.93726 -1.98758 0.180
C 0.55068 0.47177 -1.99947 -0.471
C 0.12583 0.32948 -3.42976 -0.028
O 1.56322 1.09879 -1.76239 0.062
H -1.30645 0.30574 2.64408 0.120
H -0.60397 -1.31544 2.91193 0.059
H -2.41639 -1.25730 2.62383 0.133
H 1.51343 -0.37895 1.50386 0.127
H 0.28128 1.01683 1.96158 0.092
H 1.69632 1.10620 0.64276 0.097
H -1.06735 0.35126 -3.52451 0.132
H 0.44098 -0.64026 -3.64636 0.059
H 0.60152 1.11218 -4.14490 0.122
```

Please write out number 7 again, unchanged.
Density functional theory data (ωB97M-V/def2-TZVPD) for the ion C7H9N4 with charge +1.

Summary:
* LUMO energy: -4.44 eV
* HOMO energy: -14.1 eV
* spin multiplicity: 1
* charge: +1
* structure (SMILES): Cc1ccnc2n(C)nc[n+]12

```
20
Properties=species:S:1:pos:R:3:lowdin_charge:R:1
C -1.31379 -2.43325 -0.11952 -0.009
C -0.72147 -1.29269 0.53293 -0.237
C -0.57597 -1.06677 1.86788 0.052
C 0.07099 0.14954 2.25738 -0.055
N 0.58421 1.04381 1.46726 0.193
C 0.38182 0.84848 0.16153 -0.246
N 0.74149 1.51628 -0.88893 -0.089
C 1.50318 2.70365 -0.98914 0.016
N 0.36765 0.84661 -2.02124 0.178
C -0.21070 -0.28328 -1.65544 -0.024
N -0.13810 -0.34797 -0.28976 0.093
H -2.01949 -2.03791 -0.89092 0.114
H -0.50657 -3.04270 -0.54777 0.119
H -1.77052 -3.21697 0.53173 0.123
H -1.19388 -1.59185 2.63446 0.152
H 0.31508 0.26048 3.26668 0.112
H 1.01422 3.54780 -0.29517 0.168
H 2.52949 2.44586 -0.70516 0.109
H 1.68688 2.91161 -1.99749 0.078
H -0.74453 -0.96073 -2.31930 0.152
```

Q: Look up the spin multiplicity of the fifth one.
A: 1